[1]
Molecular formula: C11H15InO5P
Method: DFT, wB97M-V/def2-TZVPD

For the HOMO energy, the calculation gives -20.8 eV.

```
! RIJCOSX wB97M-V def2-TZVPD def2/J DEFGRID3
* xyz 3 1
O 0.38615 -4.49980 2.26927
C 0.65032 -3.75068 1.45904
In 1.32423 -1.83980 -0.60780
O 3.33357 -3.77615 -1.86612
C 2.56911 -3.07565 -1.36446
C 1.75133 -0.62816 -1.91823
O 2.02082 0.13643 -2.74521
C 2.70952 -1.11745 0.49158
O 3.55813 -0.63957 1.10665
C -0.05468 -2.54267 -1.72781
O -0.86909 -2.92268 -2.44816
C 0.58470 2.63443 -1.11012
C 0.17928 2.01710 0.22746
P -0.05985 0.18380 0.12698
C -0.09755 -0.15610 1.93621
C -1.06611 0.72403 2.72768
C -1.47435 0.11321 -1.05943
C -2.62413 1.07705 -0.76538
H 1.54928 2.20897 -1.44857
H 0.72665 3.72759 -0.98354
H -0.18453 2.47456 -1.89112
H 1.00791 2.22080 0.94161
H -0.72655 2.51829 0.60661
H -0.40661 -1.21077 2.07430
H 0.92161 -0.02624 2.35598
H -2.09812 0.61544 2.34245
H -1.05272 0.41088 3.79224
H -0.76553 1.79055 2.70600
H -1.10365 0.29821 -2.08932
H -1.90311 -0.90639 -1.01274
H -2.31916 2.13410 -0.87941
H -3.43887 0.89901 -1.49833
H -3.02798 0.90765 0.25170
*
```

=====

[2]
Molecular formula: C19H29N3O3S
Method: DFT, wB97M-V/def2-TZVPD

For the HOMO energy, the calculation gives -8.5 eV.

```
! RIJCOSX wB97M-V def2-TZVPD def2/J DEFGRID3
* xyz 0 1
C 1.04244 4.31814 -7.21511
H 1.56049 4.98888 -6.59544
H -0.11534 4.48084 -7.02543
C 1.15943 2.92955 -6.70909
C 0.70222 2.97457 -5.23147
O 0.54013 3.87204 -4.64070
N 1.21752 1.73535 -4.73392
C 0.70256 1.23161 -3.45923
C 0.28825 2.04944 -2.45064
C 0.18571 1.51151 -1.06603
C 0.53705 -0.01256 -1.03279
C 0.86821 -0.71598 -2.09271
C 0.96483 0.04982 -3.12617
C 1.60214 -0.83582 -4.46664
H 2.44486 -1.13369 -4.38605
H 1.03717 -1.50913 -4.77414
C 1.54064 0.54582 -5.37254
H 0.90497 0.25451 -6.29232
H 2.42856 0.46417 -5.86373
H 1.26971 -1.73420 -1.75869
S 0.23710 -0.59198 0.63791
O -0.42854 -1.74127 0.47511
O 1.70941 -1.01081 1.14294
N -0.21002 0.57259 1.58361
H -1.45358 0.03125 1.90843
C 0.38993 1.14704 2.72238
H 1.39806 0.94956 2.65563
H 0.45239 2.11572 2.44924
C -0.07036 0.99747 4.01432
N -0.71493 -0.36796 4.14455
C -1.84275 -0.67655 5.04510
C -2.66906 -1.84001 4.77292
C -1.57269 -3.11002 4.88689
C -2.34086 -4.23964 4.56582
H -1.61885 -5.13169 4.59666
H -2.67160 -4.52980 3.50882
H -3.29851 -4.55936 5.22607
C -0.18908 -2.81249 3.93757
C 0.23687 -1.49005 4.14369
H 1.12160 -1.35508 3.30078
H 0.81323 -1.42793 5.31186
H 0.56598 -3.60051 3.85403
H -0.79258 -2.70366 2.79962
H -1.15173 -2.98200 5.89542
H -3.04386 -1.83993 3.69481
H -3.39642 -1.99447 5.71971
H -2.48537 0.34302 5.15275
H -1.38191 -0.50205 6.29003
H -1.09272 1.55516 4.18930
H 0.66159 1.07666 4.68963
H -0.19070 2.02152 -0.29287
H 0.10090 3.04407 -2.55107
H 2.11378 2.50121 -6.79486
H 0.64558 2.26956 -7.20132
H 1.28816 4.41753 -8.18265
*
```

=====

[3]
Molecular formula: C6H16N2O
Method: DFT, wB97M-V/def2-TZVPD

For the HOMO energy, the calculation gives -9.2 eV. As for the SMILES: C[C@@H]1C[C@@H]1C(C)(N)N.O.

```
! RIJCOSX wB97M-V def2-TZVPD def2/J DEFGRID3
* xyz 0 1
C -0.24697 -2.43319 -0.28631
C -0.18512 -1.27677 -1.23356
C 1.06706 -0.54427 -1.49797
C 0.04913 0.31509 -0.74825
C 0.51121 0.92600 0.59692
C -0.42377 2.09392 0.96924
N 0.52019 -0.12572 1.60480
N 1.86230 1.47746 0.56532
H -1.25771 -2.60099 0.07400
H 0.41923 -2.27298 0.55787
H 0.09688 -3.32013 -0.82600
H -0.90930 -1.32130 -2.04187
H 1.29943 -0.25494 -2.51494
H 1.91854 -0.88782 -0.92538
H -0.35807 1.08191 -1.40682
H -0.09678 2.52440 1.91422
H -1.44767 1.74489 1.09029
H -0.40446 2.87071 0.20508
H -0.43666 -0.41710 1.78849
H 0.93364 0.24128 2.45457
H 1.96514 2.12390 -0.20805
H 2.54292 0.73481 0.45333
O -2.53902 -0.45696 0.08759
H -3.30180 -0.17373 -0.41490
H -1.57833 -0.04849 -0.25768
*
```

=====

[4]
Molecular formula: C24H26CdN4S2Si
Method: DFT, wB97M-V/def2-TZVPD

For the HOMO energy, the calculation gives -5.6 eV.

```
! RIJCOSX wB97M-V def2-TZVPD def2/J DEFGRID3
* xyz 0 1
C -1.58016 -2.44655 0.60036
C -1.81128 -1.79465 -0.64255
C -0.75137 -2.13452 -1.52326
H -2.69029 -1.20438 -0.90082
C 0.11937 -3.04336 -0.83018
C -0.40592 -3.22451 0.48348
H -0.01147 -3.90392 1.24576
H -2.24624 -2.42108 1.47132
H -0.66895 -1.83350 -2.56555
H 0.94357 -3.60733 -1.27220
Cd 1.32996 -0.68353 -0.44545
C 0.86283 3.28670 -0.97937
H 1.55113 2.60953 -1.57349
H 1.43731 4.00134 -0.38836
H 0.19637 3.99031 -1.55032
Si -0.46891 2.34429 -0.27827
C -1.44384 2.66383 1.25418
C -2.44116 1.68878 1.45025
H -2.69287 0.99171 0.63429
C -3.07310 1.55646 2.67967
H -3.81491 0.78061 2.81733
C -2.74529 2.42402 3.73010
H -3.26104 2.34587 4.68048
C -1.76840 3.39352 3.53505
H -1.49388 4.06011 4.35939
C -1.11415 3.53256 2.30131
H -0.33218 4.26825 2.13979
C -1.39589 1.95900 -1.87494
C -2.76224 2.22091 -1.97127
H -3.25607 2.77846 -1.18525
C -3.46627 1.74760 -3.09459
H -4.55063 1.84850 -3.13309
C -2.76182 1.08659 -4.11565
H -3.29044 0.76686 -5.01490
C -1.38859 0.80678 -3.99973
H -0.87396 0.17486 -4.73915
C -0.70086 1.29575 -2.90160
H 0.37758 1.15626 -2.80358
H -0.25312 0.75599 -0.31248
H 0.71561 2.42896 0.66868
N 3.31208 -1.95700 -2.97785
C 3.82454 -2.18771 -1.75942
N 3.23767 -1.78944 -0.64000
C 3.86943 -2.22574 0.50730
C 5.03604 -2.90977 0.23027
S 5.29580 -3.07159 -1.47168
C 3.17053 -2.03399 1.73951
C 3.46133 -2.51585 2.99881
S 2.17825 -2.22424 4.10118
C 1.26763 -1.44771 2.81866
N 1.91820 -1.38255 1.66642
N 0.03920 -0.97533 3.07632
H 3.80088 -2.29122 -3.78996
H 2.36524 -1.57833 -3.06715
H 5.69746 -3.30957 1.00179
H 4.38236 -3.02608 3.23131
H -0.29625 -1.12586 4.01420
H -0.57879 -0.61509 2.36486
*
```

=====

[5]
Molecular formula: C21H14F4NO7S4
Method: DFT, wB97M-V/def2-TZVPD

For the HOMO energy, the calculation gives -4.3 eV.

```
! RIJCOSX wB97M-V def2-TZVPD def2/J DEFGRID3
* xyz -1 1
F -0.44705 2.61653 3.90864
C -0.14160 3.00584 2.65810
S 1.53244 3.67105 2.49773
C 2.59797 2.21740 2.47215
C 3.05554 1.73306 1.24942
C 3.75958 0.52526 1.21714
C 3.99735 -0.18779 2.39499
C 3.55795 0.33090 3.61382
C 2.85701 1.53634 3.66099
O 1.59061 4.26124 1.17766
O 1.86048 4.40334 3.70121
S -0.78487 1.90676 1.49726
C -2.47864 1.72008 2.01767
C -2.81063 0.62842 2.81989
C -4.04485 0.61242 3.45992
C -4.95359 1.65175 3.24916
C -4.64516 2.69387 2.36824
C -3.40779 2.72228 1.72569
O -0.74750 2.42234 0.14652
O -0.21151 0.59635 1.80306
H 2.84440 2.29037 0.34102
H 4.11427 0.15551 0.26055
H 4.52405 -1.13889 2.35976
H 3.75102 -0.19700 4.54512
H 2.49302 1.94690 4.60184
H -2.09532 -0.18286 2.94926
H -4.26686 -0.21532 4.13649
H -5.90460 1.65285 3.78501
H -5.35406 3.50460 2.18831
H -3.13686 3.50016 1.01364
F -0.32481 -5.45623 -7.68167
C -0.05826 -5.03461 -6.40552
F -1.17367 -5.15856 -5.66110
F 0.91162 -5.83805 -5.88197
S 0.51997 -3.30569 -6.52196
N 0.33318 -2.83981 -4.88773
C -0.86645 -2.29577 -4.39642
O -1.93209 -2.30104 -5.00058
C -0.54341 -1.74913 -3.06786
C 0.79871 -1.80853 -2.76168
C 1.32422 -1.31171 -1.57674
C 0.43150 -0.72549 -0.67812
C -0.94026 -0.64007 -0.97330
C -1.43969 -1.14623 -2.17816
S 1.79959 -2.51826 -4.01311
O 2.39449 -3.74773 -3.57189
O 2.57853 -1.52797 -4.70150
H 2.39058 -1.38767 -1.37856
H 0.81371 -0.33406 0.25068
H -1.63095 -0.17451 -0.27600
H -2.49133 -1.08269 -2.45704
*
```

=====

[6]
Molecular formula: C8H12NOS
Method: DFT, wB97M-V/def2-TZVPD

For the HOMO energy, the calculation gives -13.5 eV. As for the SMILES: C#CC(=O)SCC[N@@H+](C)C=C.

```
! RIJCOSX wB97M-V def2-TZVPD def2/J DEFGRID3
* xyz 1 1
C 4.03287 -1.33198 0.47609
C 3.15647 -0.52285 0.36967
C 2.07892 0.09323 -0.29810
O 1.77435 -0.07399 -1.46208
S 1.48886 1.49460 0.69079
C 0.17949 1.95477 -0.52935
C -1.22096 1.49280 -0.28830
N -1.26159 0.05221 0.28196
C -2.64332 -0.32841 0.72413
C -0.62902 -0.93321 -0.58938
C 0.19123 -1.81239 -0.04971
H 4.87211 -1.87216 0.81293
H 0.76293 1.65586 -1.45601
H 0.21133 3.10718 -0.41835
H -1.65006 2.01871 0.45198
H -1.79778 1.51239 -1.09983
H -0.83493 0.25465 1.27988
H -3.10855 0.33455 1.50997
H -3.35570 -0.45640 -0.24933
H -2.50351 -1.36101 1.19608
H -0.74095 -0.92494 -1.70714
H 0.37578 -1.73220 1.02660
H 0.62202 -2.62139 -0.67247
*
```

=====

[7]
Molecular formula: C27H45ClF5PY
Method: DFT, wB97M-V/def2-TZVPD

For the HOMO energy (alpha / beta), the calculation gives -1.6 / -1.6 eV.

```
! RIJCOSX wB97M-V def2-TZVPD def2/J DEFGRID3
* xyz -1 1
Y 1.62387 -0.74803 1.67505
P -0.69250 -0.38837 -0.02618
Cl 0.21037 -2.36457 2.92797
C 2.12730 -1.59644 -0.42126
H 2.41040 -1.51974 -1.47246
H 2.01003 -2.70127 -0.29328
C -1.59911 0.22102 1.52824
C -1.20595 -2.17163 -0.29822
C -3.02598 0.73360 1.31409
H -1.64887 -0.67846 2.16784
C -3.67305 1.04892 2.67561
H -3.01006 1.64412 0.69526
H -3.64695 -0.00605 0.78501
C -2.84556 2.03616 3.50359
H -4.68460 1.44289 2.52170
H -3.77882 0.10693 3.23287
C -1.37324 1.63628 3.61086
H -2.91857 3.03147 3.04710
H -3.26973 2.11794 4.50909
C -0.73743 1.26867 2.25837
H -0.79587 2.44376 4.07565
H -1.27921 0.75936 4.26664
H -0.63412 2.16659 1.62985
H 0.30654 0.92886 2.51065
C -1.24377 0.57319 -1.50554
C -0.76036 -2.62631 -1.69347
H -0.57576 -2.70622 0.43971
C -1.00500 -4.13048 -1.87798
H -1.30407 -2.06655 -2.47097
H 0.30897 -2.39780 -1.79678
C -2.42718 -4.55945 -1.50579
H -0.79271 -4.40436 -2.91648
H -0.29051 -4.67816 -1.24846
C -2.87244 -4.03130 -0.13883
H -3.12300 -4.20264 -2.27608
H -2.49305 -5.65241 -1.50608
C -2.66376 -2.51871 0.01971
H -3.92535 -4.27542 0.03848
H -2.28874 -4.53747 0.64300
H -3.34052 -1.97053 -0.65280
H -2.91586 -2.22160 1.04843
C -0.98821 2.07685 -1.32166
H -0.56542 0.22181 -2.30597
C -1.22516 2.84756 -2.63247
H -1.64878 2.47896 -0.53830
H 0.04388 2.25006 -0.98868
C -2.60212 2.56703 -3.25576
H -1.11348 3.92436 -2.45316
H -0.44342 2.55800 -3.35198
C -2.92743 1.06906 -3.33009
H -3.37462 3.07313 -2.65732
H -2.64564 3.00085 -4.26219
C -2.67863 0.33298 -1.99982
H -3.96913 0.92487 -3.64479
H -2.29248 0.60683 -4.10184
H -3.39830 0.69289 -1.25085
H -2.88175 -0.73495 -2.14755
C 2.47901 1.70024 -0.00547
C 2.59101 0.96973 -1.18230
H 1.49941 1.88169 0.48453
C 3.90821 0.67428 -1.81420
H 1.70120 0.55241 -1.66359
C 5.07241 0.95249 -0.85407
H 3.93964 -0.36136 -2.15726
H 4.04734 1.30916 -2.70057
C 4.91901 2.33488 -0.20946
H 5.09984 0.18344 -0.07352
H 6.02603 0.90481 -1.39948
C 3.61620 2.45329 0.59602
H 5.78743 2.55243 0.42993
H 4.91630 3.08963 -1.00560
H 3.80340 2.14107 1.63195
H 3.37534 3.52299 0.67238
F 3.75936 -2.26219 3.20729
C 3.86598 -0.91818 2.85670
F 3.36078 -0.20598 3.96041
C 5.33925 -0.65050 2.67338
F 6.09405 -1.10241 3.69656
F 5.75531 -1.29797 1.54246
F 5.59835 0.67996 2.53229
*
```

=====

[8]
Molecular formula: C28H40FN5O3Si2W
Method: DFT, wB97M-V/def2-TZVPD

For the HOMO energy (alpha / beta), the calculation gives -17.9 / -17.9 eV.

```
! RIJCOSX wB97M-V def2-TZVPD def2/J DEFGRID3
* xyz 4 1
W 1.75500 2.24556 -0.06099
C 1.32230 -4.99376 -1.70271
C 1.09556 -4.45911 -0.29963
N 0.79415 -2.99687 -0.29979
C 1.79890 -2.16023 -0.03187
C 1.63985 -0.79196 -0.04496
C 2.61659 0.30514 0.17274
O 3.75168 0.06820 1.05091
O 3.01701 0.99474 -0.90972
C 0.38160 -0.27388 -0.36132
O 0.24736 1.05958 -0.35469
C -0.69150 -1.12522 -0.64154
C -1.99141 -0.65859 -0.94185
C -2.99025 -1.53085 -1.19713
F -4.19080 -1.02611 -1.48548
C -2.82099 -2.96143 -1.18959
C -1.52567 -3.40551 -0.89704
C -0.47319 -2.52672 -0.62019
N -3.86585 -3.80197 -1.43703
C -3.72469 -5.25677 -1.48534
C -4.42699 -5.83866 -2.70371
N -5.89412 -5.43837 -2.72937
C -6.24486 -4.49396 -1.61427
C -5.26685 -3.33373 -1.56263
H 1.52150 -6.06326 -1.64866
H 2.18651 -4.51870 -2.16677
H 0.45982 -4.83723 -2.35005
H 1.98514 -4.58860 0.31288
H 0.28730 -4.96202 0.22648
H 2.74616 -2.63389 0.19272
H -2.20857 0.40034 -0.96888
H -1.32156 -4.45859 -0.86034
H -4.09945 -5.70920 -0.56364
H -2.68727 -5.55584 -1.56987
H -4.37095 -6.92466 -2.69106
H -3.97820 -5.47601 -3.62556
H -6.49149 -6.26701 -2.67467
H -6.11406 -5.00098 -3.62687
H -6.26484 -5.07062 -0.69267
H -7.24841 -4.11392 -1.79595
H -5.55429 -2.73692 -0.69807
H -5.38379 -2.70930 -2.44886
C 3.56868 0.09291 2.53801
Si 2.24471 1.38731 3.04328
C 0.52537 0.68072 3.00472
C 2.72720 1.88884 4.74423
N 2.34048 2.65745 1.71312
C 2.09360 4.00572 2.17511
C 2.67315 4.63977 3.26024
C 2.23351 5.92180 3.58394
C 1.23803 6.54358 2.84367
C 0.69449 5.92797 1.71481
C 1.15487 4.67323 1.38084
N 0.87280 3.93464 0.20501
Si 1.39016 4.65788 -1.37134
C 0.54684 6.17216 -1.94865
C 3.23753 4.60477 -1.07001
C 1.11865 3.12522 -2.48685
H 3.32165 -0.92041 2.85490
H 4.55365 0.36055 2.91782
H 4.46382 -0.50244 0.70233
H 0.52861 -0.38252 2.75261
H -0.14065 1.19626 2.31140
H 0.08402 0.77063 3.99962
H 2.59229 0.99716 5.36857
H 2.05721 2.65120 5.14400
H 3.75897 2.21739 4.86208
H 3.47209 4.18457 3.82541
H 2.67899 6.43832 4.42291
H 0.89014 7.52558 3.13419
H -0.06965 6.41886 1.12615
H 0.88132 7.04706 -1.38885
H -0.53588 6.07961 -1.84705
H 0.77864 6.34050 -3.00331
H 3.56780 5.31774 -0.31202
H 3.81820 4.74503 -1.98523
H 3.60930 3.61448 -0.70163
H 0.10533 2.72508 -2.51263
H 1.84382 2.29640 -2.53935
H 1.30386 3.59188 -3.46499
*
```